No. 1
DFT (ωB97M-V with the def2-TZVPD basis set) results for C18H30Cl2InN7O3 as an isolated structure.

Output
Lowest unoccupied orbital energy (alpha / beta): -0.22 / -0.22 eV
Multiplicity: 1

Structure (XYZ):
```
61
Properties=species:S:1:pos:R:3:lowdin_charge:R:1
O 0.65702 -0.09876 -1.43915 -0.2041
C -0.45959 0.25710 -1.94104 -0.4244
C -0.35888 1.64779 -2.59624 -0.1953
C 0.39739 2.66311 -1.99445 -0.0690
H 0.78424 2.48443 -0.97858 0.0243
C 0.66643 3.86039 -2.66862 -0.0819
H 1.31660 4.59968 -2.19560 0.1012
C 0.08982 4.07931 -3.92379 -0.1060
H 0.27247 5.01180 -4.44606 0.0908
C -0.72927 3.10080 -4.51016 -0.0934
H -1.20767 3.27086 -5.48483 0.0986
C -0.93310 1.88073 -3.85267 -0.0495
H -1.55142 1.08575 -4.28352 0.1113
H -0.81086 -0.44916 -2.70960 0.1166
C -2.67149 -1.06732 -0.92923 -0.0991
C -1.92935 0.27842 -0.80686 -0.3195
H -3.73813 -0.99543 -1.18049 0.0754
H -2.60292 -1.60718 0.01636 0.0420
H -2.23774 -1.70008 -1.70774 0.0774
C -2.68954 1.44283 -0.82960 -0.1173
C -4.12933 1.58823 -0.50278 -0.1147
H -2.22065 2.36436 -1.14656 0.1134
H -4.75040 2.03080 -1.30366 0.0940
H -4.23397 2.26260 0.35780 0.0721
H -4.61612 0.64725 -0.21948 0.0628
In -0.78611 0.14736 1.16938 0.3378
Cl 0.55349 2.11759 1.39311 0.1560
Cl -2.86314 0.65559 2.30567 0.0828
H 4.75428 1.37531 -1.72600 0.0871
H 5.06109 1.64878 0.88918 0.0897
C 3.68380 1.44414 -1.47813 -0.0502
C 3.96682 1.57699 0.97723 -0.0711
N 3.42221 0.88131 -0.16775 -0.1849
H 3.10248 0.88620 -2.21927 0.0894
C 2.77187 -0.29564 -0.03797 -0.3617
O 2.31129 -0.75046 1.01887 -0.0693
H 3.69868 1.03981 1.89037 0.0715
H 2.67852 -0.83839 -0.99735 0.1259
H 3.39026 2.50214 -1.50043 0.0864
H 3.56398 2.59703 1.01622 0.0745
H -0.46908 -5.39292 1.69024 0.1004
H 1.40095 -5.63969 -0.23884 0.0964
C -0.96399 -4.78201 0.92298 -0.0173
C 0.83316 -4.87761 -0.79098 -0.0270
N 0.03059 -4.07115 0.12636 -0.1587
H -1.63398 -4.05921 1.39715 0.0939
C 0.21890 -2.75809 0.26580 -0.2082
O -0.53291 -2.04601 0.99901 -0.1063
H 1.52303 -4.22007 -1.33009 0.0970
H 1.05506 -2.31467 -0.29552 0.1254
H -1.53279 -5.45574 0.27388 0.0940
H 0.18442 -5.39359 -1.51336 0.0961
N -1.42001 -0.26077 6.46045 0.1211
N -0.45648 -0.48559 5.50593 -0.2592
N 0.79144 0.05472 5.59381 0.1301
C 1.15796 0.03632 4.29821 -0.1814
N 0.17874 -0.39132 3.47242 -0.0389
N -0.86285 -0.72960 4.25187 0.0585
H -2.23122 -0.83888 6.26138 0.1064
H -1.04474 -0.34966 7.39244 0.0968
H 2.15076 0.34947 4.00030 0.1115
```

=====

No. 2
DFT (ωB97M-V with the def2-TZVPD basis set) results for a 3-piece molecular cluster, C22H28BClO8S overall.

Output
Lowest unoccupied orbital energy: -1.27 eV
Multiplicity: 1

Structure (XYZ):
```
61
Properties=species:S:1:pos:R:3:lowdin_charge:R:1
C 1.12508 -2.69616 2.70869 0.0165
B 0.73517 -2.98967 1.21353 -0.6668
O -0.02769 -4.06614 0.93084 0.1286
C 1.21253 -2.12109 -0.04173 -0.9763
S 2.92273 -2.71092 -0.34848 0.8507
Cl 0.25033 -2.51443 -1.52879 0.7154
O 1.33301 -0.72883 0.17737 -0.0686
C 0.23985 -0.13292 0.75917 -0.6477
O 0.30378 0.29682 1.83776 0.1976
O -0.75266 -0.03638 -0.07324 0.0285
C -1.81510 0.86161 0.31414 -0.1076
C -3.00606 0.18102 0.97411 -0.3144
C -2.74462 -0.24720 2.41546 -0.0465
C -3.53434 -0.92643 0.04878 -0.1368
C -4.44308 -1.98974 0.71401 -0.4098
C -5.57107 -2.31468 -0.27776 -0.0799
C -3.62713 -3.25929 0.92402 -0.0734
H 1.48338 -3.56424 3.24796 0.0750
H 1.80007 -1.85604 2.78343 0.0652
H 0.21564 -2.36570 3.21243 0.0757
H -0.33773 -4.41409 1.77704 0.1151
H 2.82068 -3.40260 -1.49425 -0.1147
H -2.20082 1.24813 -0.62093 0.1330
H -1.45874 1.71471 0.87527 0.1371
H -3.77529 0.94463 1.01440 0.1419
H -3.67293 -0.25447 2.97173 0.0779
H -2.10795 0.47082 2.90703 0.0760
H -2.32078 -1.23919 2.50996 0.0653
H -4.13058 -0.42977 -0.71189 0.1117
H -2.74818 -1.44556 -0.48803 0.1064
H -4.89295 -1.65598 1.64053 0.1248
H -6.20788 -1.44182 -0.34991 0.0745
H -5.14378 -2.54004 -1.24579 0.0826
H -6.16559 -3.13394 0.10613 0.0731
H -2.89372 -3.07021 1.70226 0.0556
H -3.07131 -3.51344 0.03671 0.0796
H -4.24386 -4.08225 1.26709 0.0790
O 1.04537 -0.49846 -4.72439 0.1082
C 1.09866 0.58619 -4.18556 -0.3709
C 0.80339 0.74572 -2.73972 0.0284
C 0.86184 1.93934 -2.15509 0.0263
C 1.22492 3.15774 -2.91576 -0.3854
O 1.28107 4.24475 -2.37839 0.0990
C 1.51922 2.99822 -4.36175 0.0192
C 1.46133 1.80695 -4.95007 0.0222
H 0.54558 -0.15636 -2.19474 0.0460
H 0.65211 2.07908 -1.10157 0.1160
H 1.78161 3.89958 -4.90109 0.1205
H 1.67351 1.66928 -6.00285 0.1209
O 4.32152 4.97258 2.74363 0.1043
C 4.34607 4.10572 1.89642 -0.3860
C 3.56964 2.85076 2.05419 0.0277
C 3.59910 1.89720 1.12665 0.0275
C 4.40607 2.05338 -0.10904 -0.3846
O 4.42105 1.18919 -0.95778 0.1024
C 5.18337 3.30823 -0.26793 0.0210
C 5.15534 4.25892 0.66150 0.0207
H 2.98509 2.75810 2.96089 0.1233
H 3.03761 0.97589 1.22500 0.1067
H 5.76500 3.40181 -1.17627 0.1211
H 5.71316 5.18163 0.56463 0.1213
```

=====

No. 3
DFT (ωB97M-V with the def2-TZVPD basis set) results for C19H43P3SSeSn as an isolated structure.

Output
Net charge: +4
Lowest unoccupied orbital energy (alpha / beta): -16.55 / -16.41 eV
Multiplicity: 1

Structure (XYZ):
```
68
Properties=species:S:1:pos:R:3:lowdin_charge:R:1
Sn 0.22420 -0.30180 0.49612 0.6764
P -2.28270 -1.14463 -0.92919 0.6989
P 1.19380 -2.30729 -1.04211 0.7030
P -1.59639 1.77291 1.01192 0.7357
H 5.93701 2.37523 0.87560 0.0514
C 5.50672 2.47289 1.86222 -0.0238
C 4.42031 1.80120 2.31635 -0.0556
H 3.95323 0.90698 1.90369 0.0244
C -2.61283 -0.49763 -2.63763 -0.2720
C -2.49636 -2.92074 -1.29573 -0.2335
C -3.89319 -0.76840 -0.16592 -0.2493
C 3.02935 -2.28008 -1.01386 -0.2156
C 0.83250 -4.00227 -0.47813 -0.2088
C 0.87458 -2.37372 -2.85760 -0.2154
C -0.57961 3.10703 1.77209 -0.2331
C -2.96134 1.63793 2.22873 -0.2113
C -2.37133 2.66450 -0.40751 -0.2182
H 6.09446 3.13846 2.51278 0.0927
H 4.08433 2.10630 3.30771 0.0647
H -3.54645 -0.94639 -3.01222 0.0868
H -1.78555 -0.77352 -3.30929 0.0265
H -2.71363 0.59717 -2.59957 0.0324
H -3.46612 -3.03185 -1.80297 0.0865
H -2.49812 -3.50214 -0.36464 0.0229
H -1.70708 -3.28212 -1.96721 0.0332
H -4.63807 -1.44548 -0.61148 0.0874
H -4.19089 0.27248 -0.36071 0.0462
H -3.85115 -0.95064 0.91938 -0.0032
H 3.43098 -3.07614 -1.65804 0.0892
H 3.37931 -2.43510 0.01548 0.0728
H 3.37959 -1.30273 -1.36828 0.0510
H 1.35516 -4.72879 -1.12097 0.0958
H -0.24638 -4.20007 -0.50850 0.0312
H 1.18191 -4.11162 0.55760 0.0752
H 1.51505 -3.14295 -3.31101 0.0966
H 1.11324 -1.40187 -3.30915 0.0228
H -0.17059 -2.60498 -3.08089 0.0375
H -1.21507 3.98698 1.95810 0.0829
H 0.23837 3.36657 1.08773 0.0444
H -0.16624 2.74310 2.72275 0.0695
H -3.09801 2.62110 2.70890 0.0881
H -2.70344 0.89258 2.99681 0.0391
H -3.89895 1.33303 1.74013 0.0583
H -2.57924 3.69862 -0.10068 0.0872
H -3.30755 2.18607 -0.72016 0.0487
H -1.67825 2.67623 -1.26090 0.0044
C 1.59910 2.23343 -1.98245 -0.5190
C 2.57835 2.03735 -1.00303 -0.1128
C 3.57565 2.97629 -0.83445 0.0340
C 3.59390 4.13602 -1.62057 0.1280
C 2.63584 4.33194 -2.62600 0.0542
C 1.64746 3.36631 -2.83076 0.0064
Se 0.27189 0.90411 -2.06163 1.0067
H 1.52443 0.30007 1.60226 -0.0082
H 2.50125 1.17308 -0.33777 0.0387
H 4.32382 2.77413 -0.07379 0.0710
H 4.33680 4.90501 -1.42079 0.1655
H 2.71689 5.22630 -3.24586 0.1573
H 0.88070 3.46931 -3.59905 0.1434
C -1.37516 -2.24051 4.06831 -0.3475
S -2.09253 -1.91010 2.46607 0.7435
C -2.54943 -3.64878 2.17916 -0.3216
H -0.41032 -1.74395 4.14686 0.0441
H -1.21976 -3.31790 4.16571 0.0565
H -2.08728 -1.87072 4.80787 0.0700
H -1.82672 -4.14195 1.51148 0.0411
H -3.59198 -3.65006 1.83153 0.0670
H -2.52247 -4.13381 3.15715 0.0577
```